1.
{
  "formula": "C6H12Si",
  "method": "ωB97M-V/def2-TZVPD",
  "elements": ["H", "H", "C", "C", "C", "H", "Si", "H", "H", "H", "C", "C", "H", "H", "H", "H", "H", "H", "C"],
  "xyz": [[-3.47286, -0.84624, -1.30220], [-2.38257, 0.87721, 1.94665], [-0.87952, 0.01590, -0.44228], [3.15428, -0.92934, 0.08754], [-3.45740, -0.12420, -0.52223], [-0.45786, 0.85627, -0.96628], [2.92021, 0.34471, -1.28677], [2.53191, 0.67621, 1.38648], [2.31580, -1.50463, 0.47902], [4.20103, 0.87372, 0.76027], [3.24887, 0.47023, 0.63096], [-2.30720, 0.41221, -0.05202], [-0.16876, -0.15273, 0.34323], [-0.84781, -0.59944, -1.24426], [4.04248, -1.46637, 0.18383], [-3.23335, 2.00945, 0.91091], [-4.46518, 0.19237, -0.16214], [-1.49507, 2.01363, 1.03749], [-2.37709, 1.43682, 1.06931]],
  "orbital_gap_ev": 8.03,
  "e_tot_ev": -14290.2737,
  "e_lumo_ha": -0.023,
  "relative_energy_kcal_mol": 89.7,
  "homo_energy_ev": -8.649
}


2.
{
  "formula": "C9H18LiO13P",
  "method": "ωB97M-V/def2-TZVPD",
  "elements": ["C", "H", "H", "H", "Li", "H", "C", "O", "C", "O", "H", "H", "H", "O", "H", "H", "O", "C", "O", "C", "H", "O", "C", "P", "C", "H", "O", "O", "O", "H", "C", "O", "H", "H", "H", "O", "H", "O", "H", "O", "H", "C"],
  "xyz": [[-15.17754, -55.58119, -4.06558], [-16.47763, -59.99695, -5.06978], [-18.74666, -57.29691, -0.27952], [-18.59163, -57.89475, -1.62346], [-18.16736, -55.98712, -5.67601], [-20.51006, -56.90575, -5.06912], [-21.00166, -57.72031, -5.81668], [-22.11981, -59.30800, -3.99666], [-17.09452, -55.98470, -2.76675], [-17.82778, -60.04713, -6.95004], [-19.03824, -56.75684, -8.31144], [-14.34538, -54.96334, -3.94205], [-17.98220, -61.21418, -5.27606], [-19.50987, -54.88557, -6.18120], [-16.70101, -61.58664, -6.24452], [-20.69807, -57.52279, -6.79981], [-17.58223, -56.12475, -1.52523], [-18.26086, -57.14603, -8.89198], [-17.74426, -56.53886, -3.67618], [-21.20459, -59.83267, -4.64012], [-19.45219, -56.58157, -1.62353], [-18.99561, -52.58692, -6.81823], [-17.81696, -58.68388, -7.15585], [-18.67987, -53.95402, -7.22723], [-17.17669, -60.65571, -5.83902], [-20.80931, -61.58616, -2.64802], [-19.17392, -54.37971, -8.60688], [-17.47121, -54.58716, -6.73492], [-17.92006, -58.46519, -8.51955], [-22.11814, -57.74928, -6.03266], [-21.42289, -61.81440, -3.31131], [-20.66492, -59.04560, -5.60433], [-17.52927, -56.41719, -8.82264], [-22.56635, -61.56384, -3.29081], [-18.29293, -57.29594, -9.94369], [-15.96706, -55.37447, -2.90972], [-15.80582, -55.32830, -4.95756], [-17.74163, -57.80929, -6.30518], [-14.79791, -56.62231, -4.35004], [-20.88614, -61.09774, -4.49805], [-21.41919, -62.84917, -3.47008], [-18.53893, -57.05067, -1.18084]],
  "orbital_gap_ev": 2.03,
  "e_tot_ev": -45732.8746,
  "charge": -2,
  "e_lumo_ha": 0.141,
  "relative_energy_kcal_mol": 36.7,
  "homo_energy_ev": 1.798
}


3.
{
  "formula": "C34H27N4OPd",
  "method": "ωB97M-V/def2-TZVPD",
  "elements": ["C", "H", "C", "C", "N", "C", "C", "C", "C", "C", "H", "H", "C", "H", "C", "C", "C", "H", "C", "H", "H", "H", "C", "H", "C", "H", "H", "C", "H", "C", "H", "O", "H", "C", "N", "C", "H", "H", "C", "H", "C", "H", "H", "H", "H", "N", "N", "C", "C", "H", "H", "C", "C", "H", "C", "C", "H", "C", "C", "C", "C", "C", "H", "Pd", "H", "C", "C"],
  "xyz": [[2.32194, -4.25683, 3.79507], [-2.40763, -1.82585, -0.08696], [6.09959, 3.45675, -0.17277], [-1.48731, 3.92858, -0.06053], [0.04046, 1.90564, -0.19716], [3.76265, -5.33790, 1.24710], [-4.56582, 0.78822, 0.14917], [0.05438, -4.21497, 2.99741], [3.55996, 2.35115, -0.19453], [4.98976, 4.28287, -0.29655], [3.34002, -2.44367, -0.46480], [6.81221, 1.44124, 0.03575], [1.87972, -3.71139, 1.38954], [1.11494, 2.01485, 2.20730], [5.00978, -3.77694, -0.68108], [-0.40348, -4.49221, 4.27520], [-4.14719, -0.54281, 0.07142], [5.40987, -6.68230, 1.01056], [3.80396, -3.36850, -0.13932], [-2.07433, 4.23221, -0.93093], [2.57019, -4.63516, 5.88669], [3.26683, -5.95979, 1.98121], [-3.63721, 1.79649, 0.12060], [0.73301, -0.00756, 5.95752], [3.16547, -4.14025, 0.83866], [-0.53144, 4.44588, -0.09382], [-2.02690, 4.24930, 0.83272], [-1.26862, 2.46348, -0.05418], [2.84917, 4.36798, -0.40709], [-0.04729, -0.99801, 4.22191], [1.48149, 1.98679, 4.64893], [2.10948, 0.47890, -0.21530], [4.54217, 0.45346, 0.01635], [-2.79082, -0.81545, -0.01793], [-1.87588, 0.14276, -0.02032], [0.79165, 1.17442, 2.80250], [-0.64528, -4.10534, 2.17724], [-3.94165, 2.83273, 0.14837], [4.96646, -5.74673, 0.69654], [5.49422, -3.17038, -1.43531], [0.99378, 1.15100, 4.16811], [3.38371, -4.14752, 3.61296], [-4.85439, -1.35868, 0.08377], [-0.68343, -1.69910, 2.28884], [-5.61911, 1.02261, 0.22242], [0.19217, 0.16511, 2.16302], [1.14171, 2.60296, -0.15888], [0.34713, -2.04039, 0.09707], [5.59549, -4.96649, -0.26458], [0.14373, -4.86180, 6.31936], [6.53458, -5.28886, -0.69450], [-0.22661, -0.90195, 2.85449], [0.57374, 0.04343, 4.88857], [-1.46499, -4.60602, 4.45407], [1.42267, -4.09608, 2.73769], [5.94452, 2.07936, -0.06097], [-0.37714, -1.88881, 4.73969], [1.10169, -2.81506, 0.69255], [3.71895, 3.73532, -0.30646], [2.22809, 1.75026, -0.19399], [-2.25645, 1.48795, 0.03256], [4.67857, 1.52310, -0.07283], [5.11691, 5.35278, -0.38986], [0.14510, -0.05594, -0.02507], [7.09164, 3.88885, -0.16347], [1.86194, -4.52172, 5.07651], [0.49934, -4.64253, 5.32125]],
  "orbital_gap_ev": [5.53, 5.78],
  "e_tot_ev": -47172.8315,
  "charge": 1,
  "e_lumo_ha": [-0.132, -0.202],
  "spin_multiplicity": 5,
  "relative_energy_kcal_mol": 23.5,
  "homo_energy_ev": [-9.131, -11.276]
}


4.
{
  "formula": "C15H20O15",
  "method": "ωB97M-V/def2-TZVPD",
  "elements": ["H", "C", "H", "H", "H", "H", "O", "C", "C", "H", "H", "H", "C", "H", "C", "C", "H", "H", "O", "H", "O", "H", "C", "H", "C", "O", "O", "C", "C", "H", "O", "O", "C", "H", "H", "O", "O", "C", "O", "O", "C", "O", "O", "C", "H", "H", "O", "H", "C", "O"],
  "xyz": [[0.91184, 0.46942, -1.13824], [0.68158, -0.14008, -0.26440], [0.59720, -6.48556, -3.43981], [-2.19502, 3.28568, 0.94830], [2.79324, -0.48864, -0.37179], [-2.73263, -2.66148, 1.33286], [0.06549, 0.61152, 0.74682], [3.70431, 2.61404, -1.85013], [0.75124, -3.92341, -2.07123], [-1.89269, -4.89014, -2.78277], [3.76037, 2.10709, -0.88683], [0.25525, -1.09915, -0.55853], [-0.05521, -2.39773, 2.69160], [-2.15635, 5.04781, 0.92872], [-4.03632, 4.64056, 3.02866], [3.30456, 1.71249, -2.99250], [-2.71237, -1.58771, 3.32336], [2.05456, -1.55570, 0.83798], [0.79486, 1.69062, 2.65828], [-0.30261, -5.32829, -4.54106], [-2.96232, 4.66477, 3.66211], [4.69555, 3.03762, -2.01177], [0.14506, -5.50137, -3.56242], [-1.33836, -6.24594, -1.89625], [1.61196, 3.22473, -2.73020], [0.53285, 3.77926, -2.79778], [0.93180, -3.06928, 3.03857], [-1.91971, -1.16399, 2.70671], [-0.97856, -5.41015, -2.49634], [3.32794, 0.69069, -2.61370], [1.97145, 2.12034, -3.33735], [1.43852, -3.06940, -1.53857], [1.99750, -0.57377, 0.36824], [-2.06546, -0.10084, 2.51548], [3.89712, 1.78362, -3.90459], [2.25888, 0.36914, 1.35686], [1.04497, -4.48155, -3.22431], [-1.91975, 4.15287, 2.81902], [2.60649, 3.55399, -1.85789], [-3.89660, 4.31727, 1.75685], [-2.50236, 4.18004, 1.49029], [-0.76378, -1.49081, 3.43411], [-5.12321, 4.79765, 3.57492], [-1.95597, -1.90144, 1.41802], [-1.06798, 4.82830, 2.89893], [-2.05167, -1.14287, 0.64115], [-0.28638, -4.57609, -1.56297], [-1.52045, 3.16476, 3.04771], [1.03432, 1.04085, 1.68729], [-0.73327, -2.59978, 1.51873]],
  "smiles": "O=C1OCCO1.O=C1OCCO1.O=C1OCCO1.O=C1OCCO1.O=C1OCCO1",
  "orbital_gap_ev": 10.35,
  "e_tot_ev": -46589.8471,
  "e_lumo_ha": 0.006,
  "relative_energy_kcal_mol": 48.0,
  "homo_energy_ev": -10.180
}


5.
{
  "formula": "C26H38BrNOP2Pt",
  "method": "ωB97M-V/def2-TZVPD",
  "elements": ["H", "C", "H", "H", "H", "H", "H", "N", "C", "H", "C", "C", "C", "H", "O", "P", "C", "H", "H", "H", "Br", "H", "H", "C", "H", "H", "C", "H", "C", "H", "H", "H", "Pt", "C", "H", "C", "H", "C", "C", "C", "C", "H", "C", "H", "C", "H", "H", "H", "H", "C", "P", "C", "H", "H", "H", "C", "C", "H", "C", "H", "C", "H", "H", "H", "C", "H", "H", "C", "C", "H"],
  "xyz": [[2.78112, 1.12743, 1.56946], [2.92790, 0.18523, 2.12001], [2.15440, -1.59681, -1.16745], [-1.16285, 5.80955, -6.37838], [1.40123, -3.25518, 2.02983], [-0.31633, -3.57033, 1.30827], [3.49264, 0.67892, -0.55154], [-0.80388, 7.15405, -4.84708], [-0.52577, -4.73264, -0.49495], [-3.73874, -1.01739, 1.28825], [2.30167, -2.63544, 2.10027], [-4.38319, -3.09463, 1.03551], [-0.79356, 3.87239, -2.17490], [-1.12353, -4.67057, -1.41396], [-0.02242, -0.39099, 3.75195], [-1.77767, -1.90717, 0.15038], [-2.52017, 1.15534, 1.40646], [-3.45730, -2.07752, -2.39860], [-3.00183, -0.54046, -3.25326], [-3.25647, 2.56767, -0.17924], [-1.87931, -2.25042, 3.71833], [3.79220, -4.16397, 2.48770], [4.62835, -0.68369, 3.23809], [4.43127, 0.07807, 2.47989], [4.76782, 1.02745, 2.93919], [-1.27545, -0.05714, -1.42019], [-2.18478, -0.71084, -1.24555], [0.50660, -5.05429, -0.72571], [3.52336, -3.48172, 1.66753], [4.85057, -0.46100, -0.45200], [2.40795, -2.34954, 3.16818], [-4.82608, -3.26297, 2.03046], [-0.22309, -0.27721, 0.50926], [-0.81640, 4.77605, -4.50633], [3.89022, -0.35549, -1.93119], [3.84559, -0.31499, -0.83742], [-1.79958, -1.86765, -3.10159], [-0.83988, -0.56555, 2.81218], [-0.63052, 4.95472, -3.12699], [-3.29272, -2.02584, 1.16172], [-0.43287, -3.39100, 0.22106], [-0.92920, 3.80184, -4.95383], [-0.24395, 2.76823, 1.25640], [-0.96380, -5.48299, 0.18037], [-0.31221, 6.25904, -2.68634], [-2.85212, -2.19936, 2.22227], [3.46518, -2.35187, -0.28157], [-2.94975, -0.00758, -0.86857], [-3.97534, -4.03877, 0.66555], [-1.33611, 0.71859, 2.05083], [1.96631, -1.04965, 1.15858], [-0.91117, 3.37887, -1.04291], [-5.17240, -2.71564, 0.36849], [0.48060, -2.84693, -0.10855], [-3.47273, 0.75702, 1.75281], [-0.93520, 5.91902, -5.32545], [-2.45905, 2.19929, 0.48048], [0.57228, 3.48928, 1.27280], [-0.33602, 1.74082, 2.16729], [0.30429, 1.64673, 3.04109], [-0.45972, 7.33378, -3.58031], [2.34518, 0.28481, 3.04582], [3.32425, -4.10601, 0.78738], [-0.00984, 6.45907, -1.66600], [-2.63538, -1.34950, -2.58936], [-0.30706, 8.35769, -3.24066], [5.07451, -0.11773, 1.61292], [2.89673, -1.40400, -0.38924], [-1.22274, 2.83288, 0.23607], [4.43600, -2.90136, 1.44596]],
  "orbital_gap_ev": [5.43, 2.95],
  "e_tot_ev": -122958.5287,
  "charge": 2,
  "e_lumo_ha": [-0.289, -0.385],
  "spin_multiplicity": 3,
  "relative_energy_kcal_mol": 138.7,
  "homo_energy_ev": [-13.302, -13.438]
}


6.
{
  "formula": "C14H26NO2PSiZr",
  "method": "ωB97M-V/def2-TZVPD",
  "elements": ["N", "C", "H", "C", "H", "H", "C", "H", "H", "H", "H", "C", "H", "H", "C", "C", "H", "C", "H", "H", "C", "C", "H", "C", "H", "H", "H", "O", "Zr", "O", "H", "H", "C", "C", "H", "H", "Si", "H", "C", "H", "P", "H", "C", "H", "H", "H"],
  "xyz": [[1.31106, -1.34354, 0.01231], [2.56571, 3.26936, -2.23804], [2.72973, -4.88318, -2.37521], [0.72658, 2.66280, 3.75232], [2.06798, 3.95177, -2.94911], [-2.44421, -1.02106, -2.94852], [-1.05663, 0.83605, 4.03495], [-2.13347, 2.06548, 1.74905], [0.79146, 1.27921, -3.54407], [-1.15154, 3.56082, 1.65825], [-1.19102, -1.94143, -2.03454], [-1.42440, 2.68554, 2.27882], [-3.06988, 1.34193, -2.70952], [0.36138, -3.15003, 1.69758], [-2.23944, 1.71309, -2.07717], [0.87815, -4.91776, 0.51938], [-2.63047, 2.46285, -1.36383], [2.21845, -4.48849, -1.49713], [0.16109, 3.41118, 4.32454], [2.47296, 3.69474, -1.19431], [1.52796, -5.35988, -0.63954], [1.46743, -2.64754, -0.08376], [1.26319, 1.94925, 4.37867], [2.23552, -3.14038, -1.20887], [-1.49796, 2.19856, -2.73573], [3.65437, 3.20982, -2.48211], [1.42424, 3.19239, 3.09419], [-0.96047, -0.33431, 4.18350], [0.79041, 0.55996, 0.04941], [0.42191, 1.20555, 1.93653], [1.49124, -6.42223, -0.87815], [-2.49882, -1.12506, 0.45047], [-1.44984, -0.97079, -2.47496], [-2.80817, -0.22406, -0.09788], [2.69603, -2.41698, -1.86561], [0.37496, -5.60457, 1.21394], [1.80522, 1.41477, -2.36454], [-0.70261, -0.73767, -3.24149], [0.86737, -3.57538, 0.82815], [-2.03778, 3.11724, 3.05143], [-1.43815, 0.32433, -1.17574], [3.05184, 0.53695, -2.48835], [-0.32464, 1.86138, 2.95376], [-1.53098, 1.71509, 4.58181], [-3.07825, 0.55996, 0.62565], [-3.68753, -0.47573, -0.70655]],
  "orbital_gap_ev": [6.29, 6.29],
  "e_tot_ev": -38969.7255,
  "e_lumo_ha": [-0.016, -0.016],
  "relative_energy_kcal_mol": 0.0,
  "homo_energy_ev": [-6.731, -6.730]
}


7.
{
  "formula": "C3H9NS2",
  "method": "ωB97M-V/def2-TZVPD",
  "elements": ["C", "H", "H", "H", "H", "H", "H", "H", "H", "H", "N", "C", "C", "S", "S"],
  "xyz": [[-0.00899, 1.71168, -1.19529], [-1.00662, 1.94732, -1.52503], [-0.40323, 0.51093, 1.02869], [1.80559, -0.43450, 0.28930], [-1.54811, -1.61341, -0.76216], [-0.07702, -1.96881, 0.26087], [-1.54353, -3.08907, 0.45082], [1.65712, 1.29299, 0.72938], [2.61661, 0.33166, -0.81870], [0.57596, 2.63509, -1.33473], [0.61324, 0.63598, -0.90725], [1.87762, 0.59101, -0.09204], [-1.14823, -2.03729, 0.20872], [-2.08458, -1.24513, 1.71522], [-1.32581, 0.73154, 1.95222]],
  "smiles": "C=NC.CSS",
  "orbital_gap_ev": 8.34,
  "e_tot_ev": -26414.4304,
  "e_lumo_ha": 0.013,
  "relative_energy_kcal_mol": 74.9,
  "homo_energy_ev": -7.979
}


8.
{
  "formula": "C4H10N2O",
  "method": "ωB97M-V/def2-TZVPD",
  "elements": ["H", "C", "H", "H", "H", "C", "N", "H", "H", "H", "C", "O", "H", "H", "N", "H", "C"],
  "xyz": [[-0.23040, -2.96018, 2.04950], [-0.42114, -1.13189, 0.98761], [1.71846, 1.65469, 0.38732], [1.20319, 1.19395, -2.41315], [0.42299, -0.60063, 1.39232], [-0.81062, -2.35083, 1.36603], [1.14577, 1.82374, -0.42059], [-2.54662, -2.53817, 0.24627], [-1.04239, -0.60650, 0.26863], [1.71663, 2.86879, -2.15058], [-0.17240, 2.01078, -0.19550], [-0.96835, 2.33596, -1.05208], [2.77783, 1.53918, -1.65512], [-0.46304, 1.81688, 0.84797], [-1.93133, -2.99063, 0.89504], [-2.14085, -3.92334, 1.18609], [1.74225, 1.85819, -1.73976]],
  "smiles": "CNC=O.C=CN",
  "orbital_gap_ev": 9.02,
  "e_tot_ev": -9337.2460,
  "e_lumo_ha": 0.033,
  "relative_energy_kcal_mol": 40.2,
  "homo_energy_ev": -8.119
}